Arrangement P

Computed, not measured: the molecule C3H7NOS2, with the ωB97M-V functional and the def2-TZVPD basis.

Output
Highest occupied orbital energy (alpha / beta) in eV: -8.04 / -8.06
Spin multiplicity: 1
HOMO-LUMO gap (alpha / beta) in eV: 6.96 / 6.97
LUMO (alpha / beta) in eV: -1.1 / -1.1

Each line ends with the Löwdin charge.
Geometry (Å):
C1 -2.2250 0.5839 0.2352  -0.945
C2 0.4484 -0.2975 -1.4907  -0.193
C3 0.8312 0.5396 0.6367  -0.235
N1 0.0751 -0.3625 -0.0928  -0.382
O1 -3.5903 -1.5052 -0.3590  -0.499
S1 -2.0658 2.1123 0.5404  0.791
S2 -1.9542 -0.9503 -0.1042  0.965
H1 -0.4805 -0.4351 -2.0294  0.036
H2 1.0167 0.7172 -1.7341  0.112
H3 1.1532 -1.1107 -1.7443  0.084
H4 1.8867 0.6973 0.1475  0.121
H5 0.3435 1.4472 0.5657  -0.026
H6 1.0111 0.2815 1.7259  0.102
H7 -4.0663 -2.0717 0.3500  0.071

***

Arrangement Q

Computed, not measured: the molecule C3H7NOS2, with the ωB97M-V functional and the def2-TZVPD basis.

Output
Highest occupied orbital energy in eV: -8.63
SMILES: CSC(=S)N(C)O
Spin multiplicity: 1
HOMO-LUMO gap in eV: 8.68
LUMO in eV: 0.0

Each line ends with the Löwdin charge.
Geometry (Å):
C1 -0.2441 -2.3399 0.0296  -0.456
S1 -1.5652 -1.2691 -0.3542  0.851
C2 -1.0151 0.3582 0.2146  -1.124
S2 -2.1632 1.4614 0.5243  0.661
N1 0.3372 0.5957 0.2388  -0.323
C3 0.7343 1.8923 0.1731  -0.218
O1 1.2176 -0.0357 -0.6723  -0.103
H1 -0.1420 -2.2028 1.1814  0.089
H2 -0.8613 -3.1924 0.0654  -0.011
H3 0.6913 -2.4308 -0.5869  0.067
H4 0.1355 2.6948 -0.4953  0.113
H5 0.5610 2.3422 1.2193  0.097
H6 1.8461 2.2890 0.0347  0.131
H7 0.4679 -0.1629 -1.5725  0.225

***

The structure with the most favorable energy is arrangement Q; the runner-up is 13.9 kcal/mol above it.